Computed, not measured: C16H20N2O3S2 in the gas phase, with ωB97M-V/def2-TZVPD.

Last column: Mulliken charge in e.
Cartesian coordinates (Å):
1 C -0.598 0.017 -3.449  -1.375
2 C -1.837 -0.814 -3.144  0.506
3 C -1.476 -2.287 -3.199  -1.515
4 C -2.469 -0.345 -1.828  -1.147
5 N -1.828 -1.025 -0.704  -0.010
6 C -2.434 -1.035 0.679  -0.593
7 C -1.296 -1.316 1.634  0.328
8 C -1.455 -2.107 2.756  -0.674
9 C -0.443 -2.425 3.653  -0.746
10 C 0.900 -2.089 3.279  -0.602
11 C 1.075 -1.166 2.263  0.316
12 C 2.442 -0.757 1.947  0.329
13 O 3.403 -1.419 2.388  -0.657
14 C 2.740 0.413 1.139  0.314
15 C 3.865 0.606 0.379  -0.857
16 S 4.031 2.189 -0.292  -0.110
17 C 2.540 2.566 0.558  0.050
18 S 1.712 4.009 -0.007  1.043
19 N 0.428 4.268 1.065  -0.625
20 O 2.530 5.244 -0.050  -0.636
21 O 0.990 3.876 -1.198  -0.592
22 C 1.989 1.594 1.323  -0.717
23 C -0.021 -0.850 1.399  -0.054
24 H -0.355 -0.225 -4.482  0.390
25 H 0.223 -0.172 -2.651  0.203
26 H -0.852 1.035 -3.611  0.426
27 H -2.586 -0.642 -3.939  0.512
28 H -0.464 -2.528 -2.759  0.236
29 H -1.347 -2.566 -4.195  0.538
30 H -2.317 -2.798 -2.780  0.357
31 H -2.327 0.708 -1.725  0.392
32 H -3.480 -0.641 -1.841  0.509
33 H -0.817 -0.824 -0.686  -0.124
34 H -2.852 -0.058 0.913  0.291
35 H -3.217 -1.780 0.790  0.411
36 H -2.418 -2.448 3.056  0.379
37 H -0.550 -2.817 4.642  0.410
38 H 1.814 -2.519 3.766  0.410
39 H 4.648 -0.040 0.250  0.595
40 H 0.917 4.833 1.724  0.282
41 H -0.145 4.851 0.496  0.305
42 H 1.197 1.624 1.908  0.943
43 H 0.143 -0.135 0.533  0.558

Relative energy (zero: lowest compared OMol25 entry of this formula, charge and spin) (kJ/mol): 448.1
Multiplicity: 1
M (u): 352.48
Frontier orbital gap (eV): 7.993
LUMO (eV): -0.6353